[1]
Formula: C9H14
Source: the Open Molecules 2025 dataset
Level of theory: wB97M-V/def2-TZVPD

Results
- Highest occupied orbital energy: -0.3306 hartree
- Electronic energy: -351.30757 Ha
- SMILES: Cc1ccccc1.CC
- Kohn-Sham gap: 10.04 eV

ORCA input file:
```
! RIJCOSX wB97M-V def2-TZVPD def2/J DEFGRID3
* xyz 0 1
C 1.761 -2.344 -0.716
C 2.905 -1.551 -0.055
H 1.824 -3.372 -0.370
H 0.853 -1.820 -0.430
H 1.865 -2.370 -1.801
H 3.556 -2.130 0.597
H 2.622 -0.627 0.436
H 3.679 -1.271 -0.789
C -2.106 0.308 2.131
C -1.779 0.083 -0.352
C -1.365 0.684 0.856
C -0.980 0.211 -1.462
C -0.213 1.434 0.894
C 0.271 0.811 -1.372
C 0.663 1.430 -0.196
H -2.735 -0.421 -0.373
H -1.280 -0.160 -2.436
H -1.833 -0.737 2.250
H -3.185 0.345 2.070
H 0.072 1.954 1.808
H 0.950 0.862 -2.209
H 1.485 2.118 -0.268
H -1.661 0.779 2.994
*
```

---

[2]
Formula: C9H14
Source: the Open Molecules 2025 dataset
Level of theory: wB97M-V/def2-TZVPD

Results
- Highest occupied orbital energy: -0.3241 hartree
- Electronic energy: -351.26967 Ha
- SMILES: Cc1ccccc1.CC
- Kohn-Sham gap: 9.76 eV

ORCA input file:
```
! RIJCOSX wB97M-V def2-TZVPD def2/J DEFGRID3
* xyz 0 1
C -0.449 3.053 -2.276
C -0.570 1.625 -1.861
H 0.013 3.161 -3.317
H -1.383 3.651 -2.280
H 0.246 3.721 -1.724
H -1.608 1.405 -1.582
H -0.531 0.919 -2.665
H -0.016 1.283 -0.971
C -0.634 0.134 2.645
C 1.206 -2.672 -0.165
C -0.234 -2.591 -0.011
C 1.969 -1.600 0.390
C -0.800 -1.718 0.995
C 1.390 -0.692 1.218
C 0.116 -0.780 1.678
H 1.552 -3.473 -0.790
H -0.858 -3.295 -0.471
H 2.994 -1.662 0.023
H -1.852 -1.714 1.067
H 2.037 0.165 1.347
H -1.091 -0.456 3.384
H -1.526 0.722 2.183
H 0.031 0.813 3.184
*
```

---

[3]
Formula: C9H14
Source: the Open Molecules 2025 dataset
Level of theory: wB97M-V/def2-TZVPD

Results
- Highest occupied orbital energy: -0.3308 hartree
- Electronic energy: -351.30622 Ha
- SMILES: Cc1ccccc1.CC
- Kohn-Sham gap: 10.04 eV

ORCA input file:
```
! RIJCOSX wB97M-V def2-TZVPD def2/J DEFGRID3
* xyz 0 1
C 1.400 -0.390 1.513
C 0.490 1.924 1.834
C 0.284 0.606 1.413
C -0.522 2.860 1.770
C -0.922 0.299 0.785
C -1.701 2.579 1.090
C -1.887 1.290 0.619
H 1.450 2.196 2.263
H -0.373 3.822 2.246
H 1.539 -0.745 2.535
H 2.350 0.153 1.499
H -1.155 -0.761 0.663
H -2.449 3.298 0.806
H -2.758 1.118 -0.008
H 1.384 -1.228 0.830
C -0.296 -2.389 -2.831
C 0.996 -1.898 -2.106
H -0.253 -2.094 -3.872
H -0.309 -3.473 -2.760
H -1.194 -2.017 -2.341
H 1.743 -2.680 -2.033
H 0.754 -1.365 -1.193
H 1.430 -1.105 -2.723
*
```

---

[4]
Formula: C9H14
Source: the Open Molecules 2025 dataset
Level of theory: wB97M-V/def2-TZVPD

Results
- Highest occupied orbital energy: -0.3328 hartree
- Electronic energy: -351.31816 Ha
- SMILES: Cc1ccccc1.CC
- Kohn-Sham gap: 10.10 eV

ORCA input file:
```
! RIJCOSX wB97M-V def2-TZVPD def2/J DEFGRID3
* xyz 0 1
C 2.020 -1.963 -1.365
C 0.792 -0.023 -0.345
C 1.697 -1.060 -0.196
C 0.503 0.837 0.708
C 2.336 -1.236 1.033
C 1.113 0.646 1.935
C 1.978 -0.426 2.088
H 0.455 0.308 -1.325
H -0.137 1.705 0.610
H 1.223 -2.060 -2.097
H 2.193 -2.959 -0.967
H 3.036 -2.060 1.102
H 0.890 1.302 2.766
H 2.372 -0.622 3.078
H 2.931 -1.626 -1.865
C -2.812 0.605 -0.141
C -2.980 1.720 -1.181
H -1.873 0.063 -0.184
H -2.888 1.048 0.848
H -3.622 -0.126 -0.205
H -2.413 2.594 -0.882
H -2.777 1.354 -2.187
H -4.037 1.977 -1.228
*
```

---

[5]
Formula: C9H14
Source: the Open Molecules 2025 dataset
Level of theory: wB97M-V/def2-TZVPD

Results
- Highest occupied orbital energy: -0.3270 hartree
- Electronic energy: -351.27577 Ha
- SMILES: Cc1ccccc1.CC
- Kohn-Sham gap: 9.91 eV

ORCA input file:
```
! RIJCOSX wB97M-V def2-TZVPD def2/J DEFGRID3
* xyz 0 1
C 0.855 -2.600 -2.515
C 1.590 -1.584 -3.409
H -0.212 -2.704 -2.676
H 1.242 -3.621 -2.608
H 1.183 -2.260 -1.513
H 1.568 -1.852 -4.499
H 2.579 -1.289 -3.083
H 0.837 -0.756 -3.364
C 0.830 1.534 -0.717
C -0.518 -0.660 1.876
C -1.369 0.226 2.626
C 0.246 -0.350 0.787
C -0.005 0.990 0.353
C -1.633 1.470 2.110
C -0.940 1.818 0.928
H -0.442 -1.652 2.336
H -1.828 -0.353 3.466
H 1.015 -0.935 0.327
H -2.381 2.141 2.489
H 0.630 1.155 -1.729
H 1.926 1.647 -0.552
H -1.198 2.683 0.325
H 0.692 2.588 -1.082
*
```

---

[6]
Formula: C9H14
Source: the Open Molecules 2025 dataset
Level of theory: wB97M-V/def2-TZVPD

Results
- Highest occupied orbital energy: -0.3316 hartree
- Electronic energy: -351.28572 Ha
- SMILES: Cc1ccccc1.CC
- Kohn-Sham gap: 10.00 eV

ORCA input file:
```
! RIJCOSX wB97M-V def2-TZVPD def2/J DEFGRID3
* xyz 0 1
C -1.836 1.236 1.186
C -2.730 1.004 2.395
H -1.726 0.328 0.556
H -2.056 2.056 0.503
H -0.823 1.349 1.576
H -3.571 1.717 2.374
H -3.204 0.039 2.273
H -2.273 1.058 3.376
C 1.523 -2.476 0.095
C 1.094 -1.188 -2.123
C 1.402 -1.299 -0.788
C 1.040 0.138 -2.724
C 1.180 -0.157 0.016
C 1.012 1.237 -1.894
C 1.095 1.124 -0.508
H 1.119 -2.074 -2.778
H 0.955 0.272 -3.779
H 0.925 -2.501 1.015
H 2.533 -2.502 0.526
H 1.138 -0.138 1.101
H 1.033 2.308 -2.246
H 0.904 1.962 0.144
H 1.266 -3.493 -0.296
*
```

---

Question: Among the records above, which one has the highest highest occupied orbital energy?
Answer: number 2

---

Repeat the fourth record exactly.
Formula: C9H14
Source: the Open Molecules 2025 dataset
Level of theory: wB97M-V/def2-TZVPD

Results
- Highest occupied orbital energy: -0.3328 hartree
- Electronic energy: -351.31816 Ha
- SMILES: Cc1ccccc1.CC
- Kohn-Sham gap: 10.10 eV

ORCA input file:
```
! RIJCOSX wB97M-V def2-TZVPD def2/J DEFGRID3
* xyz 0 1
C 2.020 -1.963 -1.365
C 0.792 -0.023 -0.345
C 1.697 -1.060 -0.196
C 0.503 0.837 0.708
C 2.336 -1.236 1.033
C 1.113 0.646 1.935
C 1.978 -0.426 2.088
H 0.455 0.308 -1.325
H -0.137 1.705 0.610
H 1.223 -2.060 -2.097
H 2.193 -2.959 -0.967
H 3.036 -2.060 1.102
H 0.890 1.302 2.766
H 2.372 -0.622 3.078
H 2.931 -1.626 -1.865
C -2.812 0.605 -0.141
C -2.980 1.720 -1.181
H -1.873 0.063 -0.184
H -2.888 1.048 0.848
H -3.622 -0.126 -0.205
H -2.413 2.594 -0.882
H -2.777 1.354 -2.187
H -4.037 1.977 -1.228
*
```

---

Question: highest occupied orbital energy of number 6 (C9H14)?
Answer: -0.3316 hartree

---

Question: Which of these has the lowest Kohn-Sham gap?
Answer: number 2